No. 1
The following is a DFT calculation (ωB97M-V/def2-TZVPD) of a structure of composition C27H16MoN6O6S7.

XYZ file:
```
63
Properties=species:S:1:pos:R:3:forces:R:3:mulliken_charge:R:1
C 2.574852 4.097759 5.556750 0.0 0.1 0.1 0.143
H -5.558175 -0.173959 -1.632702 0.0 0.0 0.0 0.472
H -1.754650 -2.789733 2.902507 0.0 0.0 0.0 0.412
O 2.401948 -2.912765 0.671513 0.0 0.0 0.0 -0.774
C -2.509826 -1.476925 0.554851 0.0 0.0 -0.1 -1.009
N -0.079752 2.531081 -0.573334 -0.1 -0.2 0.2 0.534
C -1.685461 0.805392 -0.685436 0.0 0.0 0.0 0.950
S 2.984579 4.817180 6.960777 0.0 0.0 0.0 -0.212
C -3.176644 -1.064923 -0.597089 0.0 0.0 0.0 0.789
S 2.040094 0.933766 -2.094536 -0.2 -0.2 0.1 1.818
C -1.174666 2.073946 -1.196496 0.0 0.1 0.0 -0.332
N -1.005454 0.352312 0.373889 0.0 0.0 -0.2 0.702
C -4.234693 -3.248847 -1.178543 0.0 0.0 0.0 -0.520
C 0.755386 -0.156130 3.807204 -0.1 -0.1 0.0 -0.044
C -1.745785 2.803614 -2.231748 0.0 0.0 0.0 -0.229
N -6.402327 -3.374768 -2.187904 0.0 0.0 0.0 -0.607
S 2.674980 -1.534140 0.375015 -0.4 0.1 0.0 1.338
C 3.990973 -2.608344 -1.665271 0.1 -0.1 0.0 -0.812
C -2.774100 0.118659 -1.198559 0.0 0.0 0.0 -1.087
H -7.360656 -1.593068 -2.541948 0.0 0.0 0.0 0.367
C -6.456568 -2.047475 -2.152466 0.0 0.0 0.0 -0.392
N -0.439606 -2.138185 4.338404 0.0 -0.1 0.0 -0.614
H 4.051218 -3.425295 -0.960105 0.0 0.0 0.0 0.489
H 1.358430 4.008963 -0.525576 0.0 0.0 0.0 0.445
C 1.328810 3.286119 3.420226 0.1 -0.1 0.0 0.487
C 3.842081 -0.513495 -3.447922 0.0 0.0 -0.1 -0.521
S 1.022926 4.315339 4.797855 0.1 -0.1 -0.1 -0.087
C -0.756442 -0.979344 2.290953 0.1 0.0 0.2 0.019
H 5.249565 -3.565718 -3.104951 0.0 0.0 0.0 0.392
Mo 0.900610 1.239826 0.919689 1.1 0.4 0.1 -0.040
H 0.933823 -1.288379 5.622636 0.0 0.0 0.0 0.433
C 0.442485 -1.207608 4.661601 0.1 0.2 0.0 -0.680
C -1.036181 -2.022696 3.159524 0.0 0.0 0.0 -0.043
C 4.671030 -2.681452 -2.873093 0.0 0.0 0.1 -0.615
S 0.193265 3.030142 2.168426 -0.4 0.2 0.2 -0.433
H -2.637377 2.445054 -2.729683 0.0 0.0 0.0 0.419
C 0.452164 3.674327 -1.007925 0.0 0.0 0.0 -0.433
H 1.491972 0.590692 4.059487 0.0 0.0 0.0 0.272
C -0.129840 4.367748 -2.053383 0.0 0.0 0.0 -0.418
C 3.153299 -0.441518 -2.247281 -0.1 0.0 -0.1 -0.089
H -3.358169 -3.778767 -0.828830 0.0 0.0 0.0 0.519
C 3.235999 -1.491545 -1.329778 0.1 -0.1 0.0 -0.102
S 2.997423 1.682456 2.043291 -0.4 -0.1 -0.3 -0.100
N -1.233856 3.944966 -2.659937 0.0 0.0 0.0 -0.637
O 2.398425 1.918403 -3.075526 0.1 0.0 0.0 -0.716
O 1.357247 -0.772194 0.443570 0.3 -0.1 0.0 -0.015
S 3.636366 3.029228 4.681749 -0.1 0.0 -0.1 -0.034
C 2.552106 2.686900 3.353143 -0.1 0.1 0.0 -0.128
H -3.276603 0.479246 -2.084102 0.0 0.0 0.0 0.666
C -4.296880 -1.859713 -1.145533 0.0 0.0 0.0 0.106
N 0.152844 -0.051324 2.628856 0.1 0.2 -0.3 0.726
H 0.314554 5.289889 -2.403646 0.0 0.0 0.0 0.413
H 5.146825 -1.658803 -4.700784 0.0 0.0 0.0 0.394
C -5.304982 -3.952712 -1.709571 0.0 0.0 0.0 -0.403
C -1.441269 -0.736389 1.019995 -0.1 -0.1 -0.1 0.348
H 3.755972 0.313265 -4.139368 0.0 0.0 0.0 0.516
H -2.848597 -2.351987 1.089582 0.0 0.0 0.0 0.690
O 3.710173 -0.878759 1.126089 0.0 0.0 0.0 -0.771
O 2.303199 1.467955 -0.699859 -0.3 0.0 0.3 -0.639
H -5.273099 -5.035390 -1.755007 0.0 0.0 0.0 0.373
C 4.611265 -1.624389 -3.761574 0.0 0.0 0.0 -0.625
O 0.704540 0.382112 -2.198187 0.1 0.0 -0.1 -0.557
C -5.439785 -1.249577 -1.649910 0.0 0.0 0.0 -0.513
```
Forces are in eV/Å.

Output
ΔE to the lowest compared entry with this formula, charge and spin   2.2 kcal per mole
Kohn-Sham gap (spin up / spin down)   6.14 / 6.18 eV
Multiplicity   1
Energy   -127189.1302 eV
Largest force on an atom   1.198 eV/A

---

No. 2
The following is a DFT calculation (ωB97M-V/def2-TZVPD) of a cluster of 2 separate species, C2H9N2 in total.

XYZ file:
```
13
Properties=species:S:1:pos:R:3:forces:R:3:mulliken_charge:R:1
H 1.661504 2.747928 -0.972226 0.1 -2.5 0.0 0.280
H -0.042818 0.624863 -0.061833 -0.4 -1.5 0.4 0.361
H 0.522892 -1.418872 -0.996762 -0.5 -1.3 0.3 0.288
C -1.147180 -0.310197 1.443570 0.4 -2.5 -2.1 -0.053
H 2.096334 1.575681 0.063954 0.4 0.1 1.8 0.272
N -0.516179 -0.292854 0.281225 -1.7 1.4 2.8 -0.042
H -1.054049 -0.992336 -1.557889 0.0 -1.5 1.2 0.318
H -0.931038 -2.189082 -0.031478 -0.5 -2.0 -0.2 0.298
H -1.202794 0.525229 2.068190 0.3 1.5 0.5 0.288
N 1.687721 1.672540 -0.827805 0.7 1.4 -1.6 -0.835
C -0.528845 -1.453415 -0.648839 1.3 4.6 -1.7 -0.672
H 2.507588 1.283178 -1.372836 -1.5 0.8 0.0 0.276
H -1.702267 -1.232722 1.918559 1.3 1.5 -1.6 0.220
```
Forces are in eV/Å.

Output
ΔE to the lowest compared entry with this formula, charge and spin   41.6 kcal per mole
Kohn-Sham gap   10.08 eV
Multiplicity   1
Energy   -5192.1520 eV
Net charge   +1
Largest force on an atom   5.116 eV/A

---

Repeat the second record exactly.
The following is a DFT calculation (ωB97M-V/def2-TZVPD) of a cluster of 2 separate species, C2H9N2 in total.

XYZ file:
```
13
Properties=species:S:1:pos:R:3:forces:R:3:mulliken_charge:R:1
H 1.661504 2.747928 -0.972226 0.1 -2.5 0.0 0.280
H -0.042818 0.624863 -0.061833 -0.4 -1.5 0.4 0.361
H 0.522892 -1.418872 -0.996762 -0.5 -1.3 0.3 0.288
C -1.147180 -0.310197 1.443570 0.4 -2.5 -2.1 -0.053
H 2.096334 1.575681 0.063954 0.4 0.1 1.8 0.272
N -0.516179 -0.292854 0.281225 -1.7 1.4 2.8 -0.042
H -1.054049 -0.992336 -1.557889 0.0 -1.5 1.2 0.318
H -0.931038 -2.189082 -0.031478 -0.5 -2.0 -0.2 0.298
H -1.202794 0.525229 2.068190 0.3 1.5 0.5 0.288
N 1.687721 1.672540 -0.827805 0.7 1.4 -1.6 -0.835
C -0.528845 -1.453415 -0.648839 1.3 4.6 -1.7 -0.672
H 2.507588 1.283178 -1.372836 -1.5 0.8 0.0 0.276
H -1.702267 -1.232722 1.918559 1.3 1.5 -1.6 0.220
```
Forces are in eV/Å.

Output
ΔE to the lowest compared entry with this formula, charge and spin   41.6 kcal per mole
Kohn-Sham gap   10.08 eV
Multiplicity   1
Energy   -5192.1520 eV
Net charge   +1
Largest force on an atom   5.116 eV/A

---

- Look up the ΔE to the lowest compared entry with this formula, charge and spin of the second one.
  41.6 kcal per mole